# 1
Computed, not measured: a 11-piece molecular cluster, C12H44F6O10P overall, with ωB97M-V with the def2-TZVPD basis set.

XYZ file:
```
73
C12H44F6O10P, DFT ωB97M-V with the def2-TZVPD basis set
P -0.30 -0.09 -1.22
F 1.12 -0.72 -0.66
F -0.83 -1.63 -1.42
F -0.84 -0.08 0.30
F -1.69 0.53 -1.80
F 0.37 1.38 -1.01
F 0.30 -0.17 -2.73
C 3.81 -2.24 3.86
O 4.45 -1.92 5.12
H 2.76 -1.92 3.94
H 4.35 -1.75 3.06
H 3.84 -3.32 3.74
H 5.37 -2.19 5.07
C -4.57 -2.34 -5.34
O -4.05 -3.42 -6.14
H -4.57 -1.49 -6.03
H -5.60 -2.55 -5.05
H -3.93 -2.11 -4.49
H -4.31 -4.22 -5.68
C -5.35 1.33 2.13
O -4.98 0.92 3.43
H -5.36 2.42 2.08
H -4.62 1.02 1.38
H -6.38 0.98 2.07
H -4.36 1.59 3.75
C 2.49 3.11 -5.90
O 3.53 3.99 -5.88
H 1.56 3.57 -5.55
H 2.31 2.69 -6.89
H 2.77 2.30 -5.23
H 3.20 4.88 -5.69
C -0.54 1.86 5.66
C -0.93 3.10 4.85
O -2.26 3.41 5.05
H -0.80 2.00 6.71
H 0.52 1.63 5.57
H -1.08 0.99 5.28
H -0.83 2.93 3.78
H -0.24 3.89 5.15
H -2.46 4.25 4.65
C -0.02 8.54 0.23
C -0.63 7.11 -0.08
O 0.07 6.60 -1.14
H -0.26 9.23 -0.59
H 1.06 8.49 0.38
H -0.47 8.94 1.13
H -1.69 7.27 -0.27
H -0.58 6.49 0.82
H 0.12 5.65 -1.03
C 7.33 -2.99 -3.01
C 5.80 -2.84 -3.32
O 5.29 -3.96 -4.01
H 7.77 -2.05 -2.68
H 7.85 -3.29 -3.93
H 7.49 -3.74 -2.24
H 5.70 -1.94 -3.93
H 5.19 -2.59 -2.45
H 4.39 -3.77 -4.30
C -3.51 -5.38 4.25
C -2.74 -4.07 4.01
O -3.22 -3.66 2.67
H -3.02 -6.21 3.73
H -4.56 -5.26 4.01
H -3.55 -5.65 5.30
H -1.67 -4.22 4.17
H -3.08 -3.32 4.72
H -2.85 -2.81 2.43
O 0.10 -5.20 0.64
H -0.39 -4.43 0.91
H 0.69 -4.87 -0.05
O 0.81 -3.11 -5.54
H 0.00 -3.00 -6.03
H 0.70 -2.56 -4.76
```

Summary:
**Energy above the lowest of the compared OMol25 structures with the same formula, charge and spin**: 106.2 kcal/mol
**Gap between HOMO and LUMO**: 10.23 eV
**Charge**: -1
**Lowest unoccupied orbital energy**: 2.01 eV
**E_HOMO**: -0.302 hartree


# 2
Computed, not measured: an isolated molecule of CH3N5OS, with ωB97M-V with the def2-TZVPD basis set.

XYZ file:
```
11
CH3N5OS, DFT ωB97M-V with the def2-TZVPD basis set
H -0.32 2.48 -0.03
N 0.53 1.93 0.00
C 0.35 0.67 0.01
N 1.39 -0.22 0.02
O 2.70 0.16 0.00
N 1.04 -1.49 0.00
N -0.23 -1.55 -0.01
N -0.70 -0.24 0.00
S -2.35 0.12 -0.08
H 2.58 1.13 -0.02
H -2.58 0.13 1.24
```

Summary:
**Energy above the lowest of the compared OMol25 structures with the same formula, charge and spin**: 0.0 kcal/mol
**Gap between HOMO and LUMO**: 9.40 eV
**SMILES**: [H]/N=c1/n(O)nnn1S
**Lowest unoccupied orbital energy**: 0.44 eV
**E_HOMO**: -0.329 hartree


# 3
Computed, not measured: C5H4O6 as an isolated structure, with ωB97M-V with the def2-TZVPD basis set.

XYZ file:
```
15
C5H4O6, DFT ωB97M-V with the def2-TZVPD basis set
C 0.72 -0.62 0.53
C 0.31 0.28 -2.01
C 0.15 1.91 0.11
C -0.07 -1.78 1.18
C -0.10 0.38 -0.06
O 1.36 0.76 -2.32
O -0.95 2.55 0.14
O 1.96 -0.68 0.58
O -0.63 -0.28 -2.53
O 1.28 2.37 0.25
O -1.49 0.15 0.05
H 0.60 -2.62 1.37
H -0.89 -2.08 0.54
H -0.48 -1.43 2.13
H -1.79 1.09 0.05
```

Summary:
**Energy above the lowest of the compared OMol25 structures with the same formula, charge and spin**: 0.0 kcal/mol
**Gap between HOMO and LUMO**: 6.15 eV
**Charge**: -2
**Lowest unoccupied orbital energy**: 6.55 eV
**E_HOMO**: 0.015 hartree


# 4
Computed, not measured: C45H53BiBr2F3N2O3P2Si2 as an isolated structure, with ωB97M-V with the def2-TZVPD basis set.

XYZ file:
```
113
C45H53BiBr2F3N2O3P2Si2, DFT ωB97M-V with the def2-TZVPD basis set
Bi -0.77 -0.52 1.14
C -0.70 -4.45 -2.86
Si -1.23 -2.83 -2.06
C -2.63 -3.28 -0.90
C -2.01 -1.74 -3.37
N 0.06 -2.08 -1.26
P 1.61 -1.83 -1.31
C 2.14 -0.40 -0.35
P 2.10 1.10 -1.22
N 1.00 0.70 -0.13
Si -2.30 2.72 -0.70
C -1.00 3.60 0.29
C -2.36 3.54 -2.37
C -3.94 2.80 0.18
C 1.67 1.31 -2.94
C 2.64 1.55 -3.91
C 2.28 1.65 -5.24
C 0.94 1.51 -5.61
C -0.02 1.24 -4.65
C 0.34 1.13 -3.31
C 3.28 2.35 -0.74
C 3.42 3.58 -1.37
C 4.25 4.56 -0.83
C 4.96 4.29 0.34
C 4.82 3.06 0.97
C 3.98 2.09 0.44
C 2.46 -3.25 -0.52
C 2.83 -4.39 -1.24
C 3.37 -5.50 -0.59
C 3.54 -5.48 0.79
C 3.17 -4.36 1.52
C 2.64 -3.25 0.87
C 2.46 -1.77 -2.93
C 1.81 -1.93 -4.14
C 2.52 -1.86 -5.34
C 3.89 -1.62 -5.32
C 4.55 -1.45 -4.11
C 3.83 -1.52 -2.92
H -1.58 -4.95 -3.28
H 0.04 -4.33 -3.65
H -0.27 -5.11 -2.09
H -3.55 -2.78 -1.22
H -2.81 -4.36 -0.92
H -2.46 -2.99 0.14
H -2.88 -2.26 -3.80
H -2.36 -0.83 -2.88
H -1.34 -1.47 -4.19
H -0.05 3.65 -0.26
H -1.36 4.62 0.48
H -0.81 3.12 1.25
H -1.34 3.67 -2.75
H -2.93 2.95 -3.09
H -2.81 4.54 -2.29
H -4.17 1.79 0.54
H -3.90 3.47 1.05
H -4.74 3.13 -0.48
H 3.68 1.66 -3.62
H 3.03 1.84 -6.00
H 0.66 1.59 -6.65
H -1.06 1.12 -4.93
H -0.40 0.93 -2.54
H 2.86 3.79 -2.28
H 4.35 5.52 -1.32
H 5.61 5.05 0.76
H 5.37 2.86 1.88
H 3.85 1.12 0.92
H 2.69 -4.41 -2.31
H 3.65 -6.37 -1.16
H 3.96 -6.35 1.29
H 3.29 -4.34 2.59
H 2.38 -2.36 1.42
H 0.75 -2.10 -4.16
H 2.01 -1.99 -6.28
H 4.44 -1.57 -6.25
H 5.61 -1.26 -4.09
H 4.34 -1.38 -1.97
Br 1.44 1.14 3.60
C 3.21 0.77 4.21
Br 4.02 -0.72 3.31
H 3.16 0.56 5.26
H 3.81 1.65 4.00
F -5.33 5.69 7.27
C -5.90 5.16 6.18
F -6.31 6.19 5.41
F -7.01 4.51 6.58
C -4.96 4.25 5.44
C -3.59 4.43 5.55
C -2.73 3.61 4.83
C -3.23 2.61 4.00
C -4.62 2.43 3.91
C -5.48 3.25 4.62
C -2.34 1.77 3.25
C -1.59 1.04 2.63
H -3.20 5.20 6.19
H -1.66 3.74 4.91
H -5.00 1.65 3.27
H -6.55 3.11 4.55
C -0.65 -2.75 3.68
C -1.76 -3.06 2.67
C -2.95 -3.65 3.42
C -1.26 -4.08 1.64
O -2.23 -1.88 2.04
H 0.31 -2.56 3.18
H -0.49 -3.58 4.37
H -0.92 -1.86 4.25
H -2.71 -4.63 3.85
H -3.79 -3.76 2.73
H -3.26 -2.97 4.23
H -0.85 -4.96 2.12
H -0.48 -3.64 1.00
H -2.09 -4.38 0.99
O -2.35 0.14 -0.16
O -2.01 1.13 -1.14
```

Summary:
**Energy above the lowest of the compared OMol25 structures with the same formula, charge and spin**: 45.3 kcal/mol
**Gap between HOMO and LUMO**: 6.03 eV
**Charge**: -1
**Lowest unoccupied orbital energy**: 2.08 eV
**E_HOMO**: -0.145 hartree


Copy entry 2 word for word.
Computed, not measured: an isolated molecule of CH3N5OS, with ωB97M-V with the def2-TZVPD basis set.

XYZ file:
```
11
CH3N5OS, DFT ωB97M-V with the def2-TZVPD basis set
H -0.32 2.48 -0.03
N 0.53 1.93 0.00
C 0.35 0.67 0.01
N 1.39 -0.22 0.02
O 2.70 0.16 0.00
N 1.04 -1.49 0.00
N -0.23 -1.55 -0.01
N -0.70 -0.24 0.00
S -2.35 0.12 -0.08
H 2.58 1.13 -0.02
H -2.58 0.13 1.24
```

Summary:
**Energy above the lowest of the compared OMol25 structures with the same formula, charge and spin**: 0.0 kcal/mol
**Gap between HOMO and LUMO**: 9.40 eV
**SMILES**: [H]/N=c1/n(O)nnn1S
**Lowest unoccupied orbital energy**: 0.44 eV
**E_HOMO**: -0.329 hartree